[1]
ORCA calculation (ωB97M-V with the def2-TZVPD basis set) on 3 unconnected molecules or ions with the total composition C26H61BClN3O9P2.

The geometry in ORCA input format:
```
! RIJCOSX wB97M-V def2-TZVPD def2/J DEFGRID3
* xyz 0 1
C 2.1294 3.9210 2.3469
C 2.0664 3.9146 0.6805
C 0.4810 3.8674 0.1456
C 0.5495 3.5729 -1.4499
N -0.6357 3.5100 -2.2716
B -0.3557 4.1899 -3.5597
O 0.5436 3.5707 -4.5818
O -0.8848 5.5488 -3.9345
C -0.9564 5.6815 -5.3976
C -1.8487 2.7926 -2.0151
C -2.6989 3.5818 -0.8015
C -2.5168 5.2044 -0.7939
C -2.9483 5.6993 0.7463
C -1.7556 1.2085 -1.4747
Cl -3.3156 0.6896 -0.5349
C -1.6285 0.1255 -2.7379
C -0.2692 0.4118 -3.6705
C 0.7083 -0.9423 -3.5705
O 0.3009 -2.1814 -3.8601
O 2.0857 -0.7671 -3.0825
O -0.6700 0.9164 -0.5717
C -0.7119 -0.2944 0.1948
N -1.0521 -0.1208 1.6916
P 1.1403 -0.9252 0.2474
N 2.2064 0.5025 0.3044
O 1.3755 -1.8973 1.6937
P -3.1436 2.9194 -3.4770
O -3.6966 4.4244 -3.6676
O -2.6270 2.1784 -4.9631
O -4.6482 2.0541 -3.0830
H 1.4724 3.0642 2.8301
H 1.8233 4.9851 2.7928
H 3.2649 3.7817 2.6249
H 2.7351 3.0861 0.1944
H 2.4702 4.9865 0.3439
H -0.0332 3.0394 0.8026
H 0.0261 4.8940 0.4705
H 1.1601 2.5510 -1.5665
H 1.2953 4.3915 -1.9017
H 1.4405 4.0444 -4.4655
H -1.5697 6.6606 -5.6235
H -1.5112 4.7696 -5.8875
H 0.1099 5.8019 -5.8767
H -2.3501 3.2149 0.2802
H -3.8700 3.4100 -0.9680
H -1.4422 5.6165 -0.9571
H -3.2349 5.7992 -1.5070
H -2.4946 6.7995 0.8369
H -4.1200 5.7444 0.8866
H -2.4390 5.0275 1.5579
H -1.4985 -0.9919 -2.3741
H -2.6204 0.0955 -3.4028
H -0.5842 0.5028 -4.7938
H 0.3872 1.2909 -3.2647
H 2.6355 -0.5868 -3.9191
H -1.2871 -1.2152 -0.2290
H -1.5855 -0.9989 1.9418
H -1.6483 0.7284 1.8092
H 2.2859 0.9204 -0.6483
H 1.7308 1.1626 0.9832
H 0.5345 -2.4328 1.8671
H -3.2177 1.4196 -5.2479
H -5.0997 1.8291 -3.9493
C 0.8777 -0.5616 4.7041
C -0.5731 -0.7282 5.1288
C -0.7551 -0.7998 6.6467
C -0.0716 -1.9862 7.3352
C -0.4879 -3.3680 6.8237
C -1.9631 -3.6704 7.0358
H 1.4879 -1.4172 5.0056
H 0.9423 -0.4756 3.6144
H 1.3104 0.3441 5.1404
H -0.9971 -1.6165 4.6486
H -1.1458 0.1277 4.7516
H -1.8278 -0.8171 6.8708
H -0.3700 0.1249 7.0939
H -0.2811 -1.9290 8.4109
H 1.0156 -1.8895 7.2359
H 0.1007 -4.1254 7.3568
H -0.2358 -3.4748 5.7635
H -2.2256 -3.6093 8.0963
H -2.1938 -4.6825 6.6877
H -2.6013 -2.9766 6.4811
C 3.1400 -3.8226 -2.8554
C 2.0003 -4.8295 -2.8673
C 1.5985 -5.3054 -1.4692
C 2.6883 -6.0498 -0.6902
C 3.2531 -7.2936 -1.3816
C 2.2139 -8.3798 -1.6122
H 4.0573 -4.2552 -2.4473
H 3.3560 -3.4882 -3.8756
H 2.8768 -2.9424 -2.2604
H 2.2689 -5.6816 -3.5008
H 1.1274 -4.3605 -3.3373
H 0.7126 -5.9446 -1.5576
H 1.2845 -4.4378 -0.8760
H 2.2775 -6.3424 0.2845
H 3.5155 -5.3643 -0.4734
H 4.0513 -7.7065 -0.7518
H 3.7231 -7.0218 -2.3325
H 1.7619 -8.6946 -0.6668
H 2.6813 -9.2565 -2.0723
H 1.4172 -8.0409 -2.2805
*
```

Computed properties:
M: 668.00 g mol⁻¹
gap between HOMO and LUMO: 7.577 eV
DFT total energy: -3036.2651 hartree

=====

[2]
ORCA calculation (ωB97M-V with the def2-TZVPD basis set) on 5 unconnected molecules or ions with the total composition C26H61FN4O8.

The geometry in ORCA input format:
```
! RIJCOSX wB97M-V def2-TZVPD def2/J DEFGRID3
* xyz 0 1
C -0.5974 -3.4173 -0.4571
C 0.1167 -2.1194 0.1712
C -0.2477 -0.7286 -0.5479
C -0.4311 -0.9369 -2.1538
C -1.4451 0.0938 0.1366
F -0.8937 1.3803 0.5935
C -2.6624 0.4707 -0.8339
C -3.6481 -0.7486 -1.1726
C -4.8833 -0.9224 -0.1530
C -5.0175 -2.4594 0.3492
O -5.8585 -3.2645 -0.1384
O -4.1360 -2.8316 1.4313
O -2.0160 -0.5314 1.3163
C -1.4629 0.1476 2.4784
O -0.3625 -0.1944 2.9929
H 0.0338 -3.8571 -1.3209
H -1.6894 -3.2723 -0.7569
H -0.6025 -4.2339 0.3657
H 1.2541 -2.2723 0.0097
H -0.0386 -2.1316 1.3011
H 0.6951 -0.0624 -0.4508
H 0.5501 -1.4432 -2.5279
H -1.3425 -1.5634 -2.4254
H -0.4367 0.1198 -2.6031
H -3.2944 1.2560 -0.2610
H -2.3398 1.0037 -1.8026
H -3.1141 -1.7590 -1.2298
H -4.0847 -0.5416 -2.2240
H -4.8830 -0.2065 0.7345
H -5.8413 -0.7260 -0.7659
H -3.2344 -2.7477 1.0301
H -2.0401 1.0394 2.9593
C -1.7785 -6.0665 4.8964
O -1.8792 -4.8362 4.1990
C -3.1488 -4.1969 4.3107
C -3.3768 -3.4453 5.6398
C -3.6613 -4.3626 6.8257
N -2.2402 -2.5766 5.9687
H -2.7137 -6.6315 4.8748
H -1.4614 -5.8867 5.9264
H -0.9993 -6.6658 4.4192
H -3.1763 -3.4612 3.5011
H -3.9577 -4.9092 4.1057
H -4.2621 -2.8134 5.5039
H -2.7585 -4.8301 7.2226
H -4.1056 -3.7940 7.6463
H -4.3652 -5.1551 6.5523
H -2.1244 -1.8916 5.2245
H -1.3935 -3.1446 5.9083
C -1.3015 6.7561 3.5390
O -0.6855 5.6166 2.9618
C -0.5330 4.5144 3.8516
C -1.8164 3.6871 4.0787
C -2.8343 4.3663 4.9902
N -2.4660 3.3430 2.8075
H -1.0180 6.8936 4.5855
H -2.3873 6.6833 3.4411
H -0.9854 7.6367 2.9749
H 0.2087 3.8602 3.3801
H -0.0926 4.8443 4.8008
H -1.5155 2.7555 4.5726
H -3.4032 5.1451 4.4795
H -3.5611 3.6370 5.3561
H -2.3470 4.8143 5.8619
H -1.8182 2.7923 2.2474
H -2.5711 4.2077 2.2743
C 3.7597 -0.7271 -4.4075
O 2.8345 -1.7448 -4.0595
C 2.7972 -2.8415 -4.9686
C 3.9512 -3.8543 -4.8054
C 5.2865 -3.3604 -5.3542
N 4.1268 -4.2488 -3.4028
H 3.8314 -0.5845 -5.4884
H 4.7401 -0.9560 -3.9828
H 3.4235 0.2088 -3.9552
H 1.8586 -3.3651 -4.7545
H 2.7193 -2.4815 -6.0022
H 3.6790 -4.7471 -5.3801
H 5.7832 -2.6570 -4.6837
H 5.9729 -4.1993 -5.4916
H 5.1586 -2.8741 -6.3266
H 3.2664 -4.6820 -3.0734
H 4.1934 -3.3923 -2.8501
C 4.7678 2.8138 -3.3739
O 4.2133 2.9560 -4.6713
C 3.2896 4.0332 -4.8029
C 3.9393 5.4268 -4.9443
C 4.4993 5.9807 -3.6374
N 5.0010 5.4252 -5.9573
H 4.0491 3.0570 -2.5872
H 5.6631 3.4330 -3.2823
H 5.0807 1.7743 -3.2492
H 2.7326 3.8278 -5.7239
H 2.5549 4.0114 -3.9881
H 3.1534 6.1159 -5.2738
H 5.4605 5.5383 -3.3701
H 4.6636 7.0576 -3.7223
H 3.8041 5.8159 -2.8081
H 4.5981 5.1630 -6.8547
H 5.6308 4.6512 -5.7395
*
```

Computed properties:
M: 576.79 g mol⁻¹
gap between HOMO and LUMO: 9.374 eV
DFT total energy: -1947.8622 hartree

=====

[3]
ORCA calculation (ωB97M-V with the def2-TZVPD basis set) on 3 unconnected molecules or ions with the total composition C26H61O12P3.

The geometry in ORCA input format:
```
! RIJCOSX wB97M-V def2-TZVPD def2/J DEFGRID3
* xyz 0 1
C 7.4686 -1.5699 2.2591
C 7.7983 -0.0143 2.3549
C 6.7042 0.8084 3.1370
C 7.1078 2.3520 3.1144
C 5.9590 3.2181 3.8148
C 5.7369 4.6113 3.1168
C 5.1082 4.5426 1.6724
C 3.8646 3.5710 1.5258
C 2.5390 4.4547 1.3232
C 1.2726 3.5938 1.7320
C 0.6416 2.7569 0.5366
C -0.8870 3.0752 0.2530
C -1.7691 1.7601 0.3837
C -2.3329 1.6063 1.8758
O -3.6943 2.1231 1.8370
P -4.6887 1.5244 3.0365
O -6.1282 1.6478 2.5398
O -4.3931 -0.0813 3.3909
O -4.5761 2.4245 4.4564
H 8.4001 -2.1350 2.5538
H 6.6715 -1.8838 2.9850
H 7.2356 -1.8584 1.2056
H 7.8754 0.4590 1.3323
H 8.8042 0.1694 2.8305
H 5.6913 0.7741 2.6386
H 6.5891 0.4903 4.2108
H 7.2001 2.7255 2.0620
H 8.0965 2.5116 3.6232
H 5.0238 2.6244 3.9828
H 6.3616 3.4431 4.8486
H 6.7659 5.0664 2.9920
H 5.1952 5.3144 3.8129
H 4.7327 5.5813 1.4309
H 5.8446 4.2877 0.8641
H 3.9715 2.9951 0.5632
H 3.6843 2.9015 2.4000
H 2.6130 5.3308 2.0262
H 2.4378 4.7518 0.2498
H 0.4854 4.3116 2.0908
H 1.5645 2.8646 2.5336
H 1.2005 3.0268 -0.4037
H 0.7525 1.6692 0.7773
H -0.9998 3.4570 -0.7955
H -1.3168 3.8400 0.9561
H -1.1076 0.8823 0.1425
H -2.6373 1.8548 -0.3131
H -2.2587 0.5148 2.1208
H -1.6628 2.2361 2.5215
H -5.2859 -0.4655 3.4566
H -4.4090 3.3447 4.1857
C -3.8511 -0.8090 -0.7327
C -4.5222 -2.0318 -1.3271
O -5.9291 -1.9705 -1.1567
P -6.9469 -1.3647 -2.3297
O -6.3290 -2.0152 -3.5640
O -8.2330 -2.3825 -2.1329
C -8.6754 -3.2223 -3.1929
C -8.0084 -4.5832 -3.1171
O -7.6885 -0.4127 -1.1448
C -6.9795 0.6446 -0.5178
C -6.5511 1.7204 -1.4924
H -4.1652 0.0959 -1.2600
H -2.7641 -0.8859 -0.8058
H -4.1184 -0.6859 0.3203
H -4.2321 -2.1411 -2.3745
H -4.1772 -2.9279 -0.8039
H -8.5077 -2.7482 -4.1614
H -9.7565 -3.3408 -3.0859
H -6.9241 -4.5045 -3.0249
H -8.2398 -5.1788 -4.0031
H -8.3556 -5.1247 -2.2338
H -6.1376 0.2485 0.0480
H -7.6569 1.0821 0.2191
H -5.9526 1.3045 -2.3105
H -5.9625 2.4837 -0.9794
H -7.4245 2.1989 -1.9408
C 0.5404 -5.4224 -3.2963
C 0.4614 -4.6264 -2.0074
O 1.6462 -3.8687 -1.7812
P 1.7587 -2.2701 -2.2443
O 0.3862 -1.7816 -1.7893
O 2.6554 -1.6778 -0.9908
C 2.1372 -0.6640 -0.1393
C 1.4509 -1.2759 1.0688
O 3.2549 -2.5732 -2.9827
C 3.3616 -3.3958 -4.1300
C 2.5915 -2.8506 -5.3143
H 0.6182 -4.7574 -4.1607
H -0.3485 -6.0428 -3.4237
H 1.4180 -6.0728 -3.3007
H -0.4316 -3.9973 -2.0153
H 0.3605 -5.3165 -1.1658
H 1.4671 -0.0004 -0.6885
H 2.9794 -0.0516 0.1936
H 0.7295 -2.0444 0.7860
H 0.9326 -0.5098 1.6516
H 2.1859 -1.7639 1.7131
H 3.0683 -4.4174 -3.8884
H 4.4238 -3.4389 -4.3856
H 1.5367 -2.6929 -5.0674
H 2.6543 -3.5399 -6.1586
H 2.9998 -1.8862 -5.6232
*
```

Computed properties:
M: 658.68 g mol⁻¹
gap between HOMO and LUMO: 8.997 eV
DFT total energy: -2954.2443 hartree

=====

[4]
ORCA calculation (ωB97M-V with the def2-TZVPD basis set) on 6 unconnected molecules or ions with the total composition C26H62N2O6.

The geometry in ORCA input format:
```
! RIJCOSX wB97M-V def2-TZVPD def2/J DEFGRID3
* xyz 0 1
C -0.7641 -7.3669 1.7161
C 0.0959 -6.1509 2.2791
C 1.1579 -6.7369 3.2551
C -0.8251 -5.2569 3.0451
C -1.5521 -4.1769 2.2851
C -0.4281 -3.3729 1.6181
C 0.2819 -4.2059 0.5451
C -0.5821 -4.6149 -0.6399
C 1.4839 -3.3859 -0.0589
N 0.7989 -5.4489 1.1621
O 1.5679 -6.1459 0.4211
H -0.0711 -8.1759 1.3141
H -1.4041 -6.8599 0.9641
H -1.3711 -7.8369 2.5441
H 1.5879 -5.8519 3.7321
H 1.9629 -7.3929 2.6991
H 0.7179 -7.2759 4.1161
H -1.7631 -5.6809 3.3961
H -0.3331 -4.7499 3.8911
H -2.2101 -4.5969 1.5581
H -2.1141 -3.4519 2.9671
H -0.7891 -2.4009 1.3301
H 0.2369 -3.2029 2.4121
H -1.4991 -5.3109 -0.3799
H 0.1059 -5.1069 -1.1889
H -1.0301 -3.8439 -1.3249
H 2.2059 -3.2829 0.7291
H 1.1159 -2.4759 -0.3629
H 1.9249 -3.7649 -0.9569
H 1.8499 -6.9159 0.8751
C -0.0981 4.1611 1.2491
C 0.6119 2.7911 1.3211
C 2.0809 3.0591 1.6661
C 0.5099 2.1231 -0.0459
C -0.9421 1.6511 -0.3129
C -1.2301 0.6171 0.6161
C -1.3101 1.1531 2.0651
C -2.5121 1.9971 2.3941
C -1.3411 -0.0939 2.8951
N -0.0651 2.0001 2.3951
O 0.3449 1.8661 3.5401
H 0.0469 4.7611 2.1601
H -1.1741 4.0901 0.9511
H 0.4069 4.8791 0.5941
H 2.1039 3.8841 2.3471
H 2.7459 3.1421 0.7951
H 2.4169 2.1631 2.1331
H 0.6849 2.8511 -0.8639
H 1.2249 1.2351 -0.0369
H -1.5781 2.4501 -0.2689
H -1.0541 1.2631 -1.2579
H -2.0941 0.1051 0.2491
H -0.6211 -0.2799 0.4431
H -3.4421 1.5291 2.1271
H -2.4271 2.8281 1.8441
H -2.5031 2.3651 3.3881
H -2.1921 -0.7289 2.6361
H -1.3791 0.1171 4.0261
H -0.4311 -0.6119 2.7721
H -0.2501 2.3071 4.1571
C -1.1781 5.2131 -2.1349
C -0.3661 4.9301 -3.4609
O -0.3501 6.0701 -4.3199
H -0.5601 5.9651 -1.7009
H -1.4391 4.2221 -1.5309
H -2.0711 5.7821 -2.3549
H -0.7651 4.0401 -3.9999
H 0.6219 4.5121 -3.2289
H 0.2279 6.6821 -3.7939
C 3.0759 4.9071 -1.1489
C 4.0889 5.9311 -0.8289
O 3.6599 7.2171 -0.6699
H 3.3709 3.8241 -1.0849
H 2.8599 4.8601 -2.2449
H 2.1669 5.0481 -0.5509
H 4.9859 5.9331 -1.4739
H 4.3649 5.7051 0.1511
H 4.0549 7.7551 -0.0109
C 1.9449 0.8861 -2.6589
C 1.1659 -0.3709 -2.2099
O 0.2609 -0.6239 -3.1789
H 2.7039 1.1561 -1.8879
H 1.3689 1.7951 -2.7759
H 2.5709 0.7001 -3.5349
H 0.5879 -0.4499 -1.2839
H 1.8379 -1.1759 -2.1089
H -0.5271 -0.2559 -2.9019
C -2.7121 0.1811 -4.3779
C -3.0461 -1.0719 -3.4949
O -2.5401 -0.8039 -2.1559
H -3.0131 0.0541 -5.4129
H -1.6281 0.3461 -4.3969
H -3.2581 1.0711 -4.0429
H -2.4401 -1.7649 -3.9839
H -4.0991 -1.3679 -3.5929
H -2.8121 -1.5349 -1.5339
*
```

Computed properties:
M: 498.79 g mol⁻¹
gap between HOMO and LUMO: 7.480 eV
energy relative to the best compared isomer or geometry (same formula, charge and spin): 149.3 kcal/mol
DFT total energy: -1588.3879 hartree

=====

[5]
ORCA calculation (ωB97M-V with the def2-TZVPD basis set) on a molecular structure, C26H62N3O3P3Pt.

The geometry in ORCA input format:
```
! RIJCOSX wB97M-V def2-TZVPD def2/J DEFGRID3
* xyz 4 5
Pt 0.1383 -0.4094 -0.3835
C 0.8070 -0.4048 -2.1494
O 1.1805 -0.3833 -3.2550
C 1.2938 -1.4768 0.6496
O 1.9874 -2.1394 1.3122
P 1.7967 1.8417 0.0414
C 2.1231 2.3823 1.7809
H 2.9697 3.0799 1.6888
C 3.5359 1.3990 -0.5002
H 3.5740 0.3229 -0.2516
C 1.3144 3.4433 -0.7427
H 0.3841 3.6755 -0.1986
C -2.9539 -1.1519 -1.9098
P -1.7424 -1.7965 -0.6520
H -3.4778 -3.0568 0.3702
H -3.3652 -0.2657 -1.3997
C -1.2638 -3.5038 -1.2227
H -2.1868 -3.8682 -1.7029
C 3.7670 1.5545 -2.0012
H 3.9786 2.5992 -2.2727
H 2.9528 1.1737 -2.6239
H 4.6667 0.9743 -2.2565
C 4.6885 2.1017 0.2447
H 5.6238 1.8791 -0.2880
H 4.8160 1.7492 1.2723
H 4.5676 3.1947 0.2457
C 2.2985 4.5985 -0.5094
H 2.4968 4.7889 0.5537
H 1.8447 5.5147 -0.9156
H 3.2505 4.4470 -1.0390
C 0.9449 3.3036 -2.2212
H 0.2665 4.1278 -2.4858
H 0.4151 2.3665 -2.4386
H 1.8257 3.3787 -2.8720
C 0.9544 3.1640 2.3873
H 0.9687 4.2130 2.0600
H 1.0270 3.1661 3.4842
H -0.0242 2.7514 2.0945
C 2.5847 1.2156 2.6573
H 1.7691 0.4958 2.8201
H 2.9036 1.6013 3.6375
H 3.4466 0.6866 2.2329
C -4.1028 -2.1316 -2.1963
H -4.5173 -2.6274 -1.3129
H -3.7896 -2.9046 -2.9107
H -4.9246 -1.5685 -2.6612
C -2.3526 -0.6627 -3.2275
H -1.8639 -1.4723 -3.7857
C -2.2972 -2.5837 2.0650
H -1.6347 0.1509 -3.0837
H -3.1669 -0.2711 -3.8558
C -3.9967 -1.0539 0.9476
H -2.4688 -1.8428 2.8593
H -2.7575 -3.5198 2.4146
H -1.2149 -2.7588 1.9995
C -2.9526 -2.1621 0.7459
H -4.5213 -1.2218 1.8983
H -4.7637 -1.0543 0.1647
H -3.5344 -0.0581 0.9746
C -0.9094 -4.4618 -0.0768
H -0.0298 -4.1158 0.4858
H -0.6590 -5.4418 -0.5088
H -1.7402 -4.6129 0.6217
C -0.1442 -3.5248 -2.2666
H -0.3135 -2.8492 -3.1119
H -0.0702 -4.5471 -2.6665
H 0.8249 -3.2827 -1.8110
H -0.7660 0.9126 2.9290
H 0.0905 1.2781 0.0030
C -2.7179 -0.8134 6.2925
N -2.1982 -0.5061 4.9360
C -3.1796 0.2552 4.1158
P -0.5798 -0.2508 4.7498
O -0.4236 0.0391 3.1763
N 0.0144 1.1255 5.4076
C -0.8081 2.3380 5.2340
C 0.7794 1.1309 6.6578
N 0.2621 -1.5894 5.1009
C -0.3651 -2.9323 5.0535
C 1.7282 -1.6410 4.9229
H -3.7265 -1.2305 6.1718
H -2.7817 0.0981 6.9065
H -2.0977 -1.5577 6.8059
H -3.4493 1.2159 4.5856
H -2.7908 0.4375 3.1018
H -4.0843 -0.3602 4.0188
H -1.1731 2.4730 4.2070
H -1.6648 2.3398 5.9212
H -0.1652 3.1898 5.4683
H 1.0365 2.1777 6.8560
H 1.7102 0.5586 6.5603
H 0.1817 0.7428 7.5001
H -0.1480 -3.4267 4.0919
H 0.0527 -3.5570 5.8614
H -1.4509 -2.8652 5.1917
H 1.9923 -1.9355 3.8935
H 2.1951 -0.6778 5.1590
H 2.1386 -2.3969 5.6085
*
```

Computed properties:
M: 752.80 g mol⁻¹
gap between HOMO and LUMO (spin up / spin down): 6.368 / 4.041 eV
energy relative to the best compared isomer or geometry (same formula, charge and spin): 5.0 kcal/mol
DFT total energy: -2559.5823 hartree